DFT (ωB97M-V/def2-TZVPD) results for 14 unconnected molecules or ions with the total composition C20H71NO17P at a distorted geometry.

Last column: Löwdin charge in e.
Geometry (Å):
O 12.42072 -6.69110 12.81387  0.0183
H 12.57794 -7.45465 13.35313  -0.0013
H 11.59380 -6.29089 13.16871  0.0639
H 11.99775 -7.39702 11.59719  0.1771
O 8.23487 -8.55987 16.49150  -0.0246
H 8.48345 -8.03619 17.24072  0.0514
H 9.56332 -8.42742 15.42331  0.0453
H 8.17370 -9.43357 16.91137  0.0594
O 11.49096 -17.18313 11.64387  -0.0617
H 9.92773 -13.08125 12.65961  0.0854
H 12.41724 -17.21667 11.76834  0.0294
H 11.09582 -17.77247 12.38282  0.1225
O 6.48465 -9.78682 11.79649  -0.0799
H 5.75378 -10.43635 11.98867  0.0981
H 6.04841 -8.89883 11.84397  0.0469
H 7.88964 -9.81742 12.73160  0.0458
P 9.66460 -8.94101 13.31135  0.3137
O 10.05148 -8.12005 14.61365  -0.1147
O 10.74372 -10.07471 13.23583  -0.0896
O 9.61405 -7.94293 12.18825  -0.2620
O 8.33468 -9.65168 13.58870  -0.0823
C 14.81016 -13.57684 15.90096  -0.0519
C 15.16137 -12.59218 17.01687  -0.4171
C 14.66951 -13.21233 18.33699  -0.2412
O 14.91156 -12.33820 19.40874  -0.2216
C 14.65576 -12.90310 20.70837  -0.0664
N 16.63519 -12.42865 17.06175  0.0591
H 14.83298 -13.16722 14.89186  0.0695
H 13.80956 -13.98047 16.08540  0.0806
H 15.55628 -14.35543 15.90308  0.0734
H 14.76644 -11.60494 16.89993  0.1015
H 15.17883 -14.23876 18.49757  0.1559
H 13.59266 -13.47704 18.29977  0.1179
H 15.33142 -13.72244 20.85200  0.0780
H 13.60327 -13.23212 20.86499  0.1035
H 14.97526 -12.14637 21.39524  0.0829
H 16.73353 -12.05469 17.98167  0.0524
H 16.99313 -13.34668 17.16239  0.0502
C 12.19546 -13.37723 10.66971  -0.0812
C 10.89936 -12.66737 10.94401  -0.2365
O 10.63514 -12.45962 12.40754  -0.1008
H 13.10562 -12.93510 11.03179  0.0713
H 12.23380 -13.48966 9.57564  0.0885
H 12.07749 -14.43657 10.92784  0.0630
H 10.11132 -13.10198 10.32137  0.1060
H 11.00457 -11.64758 10.49453  0.1142
H 10.53953 -10.98527 13.04583  0.0146
C 12.28221 -7.94669 8.12850  -0.0658
C 12.03379 -6.96365 9.19555  -0.1786
O 11.61010 -7.55894 10.50078  -0.0054
H 11.58985 -8.78529 8.14303  0.0927
H 13.28441 -8.30123 8.23420  0.0761
H 12.22471 -7.39963 7.19580  0.0926
H 11.25056 -6.25929 8.90451  0.1276
H 12.90110 -6.31892 9.49039  0.1484
H 10.67626 -7.58980 10.73332  0.0771
C 6.00199 -7.68589 14.52720  -0.0825
C 6.69384 -6.74512 13.57185  -0.2587
O 6.65197 -7.32760 12.25757  -0.1137
H 4.93858 -7.84425 14.42751  0.0784
H 6.11722 -7.34042 15.58932  0.0879
H 6.54913 -8.60784 14.52939  0.0367
H 7.74481 -6.69203 13.91252  0.0911
H 6.20722 -5.80192 13.47307  0.1080
H 7.48775 -7.14756 11.80933  0.0776
C 8.54780 -9.44805 19.77608  -0.0832
C 9.72898 -9.90833 18.90604  -0.3208
O 9.32258 -10.99497 18.03386  -0.0965
H 8.70646 -8.50680 20.35262  0.0893
H 8.38124 -10.26486 20.48196  0.0761
H 7.60000 -9.27697 19.18653  0.0828
H 10.45176 -10.28886 19.62912  0.1020
H 10.21118 -9.06104 18.28923  0.1076
H 10.05489 -11.31493 17.49594  0.0550
C 11.73588 -3.76410 14.74309  -0.0729
C 10.29442 -4.08590 14.83045  -0.2903
O 9.97047 -4.93157 13.69639  -0.0961
H 11.96013 -3.13114 15.61688  0.0985
H 11.88893 -3.24838 13.81046  0.0831
H 12.26662 -4.69519 14.74953  0.0624
H 9.71257 -3.20024 14.83418  0.1091
H 10.13077 -4.66262 15.65864  0.0829
H 9.03127 -5.17529 13.74389  0.0622
C 13.33497 -9.37691 18.51182  -0.0478
C 12.58352 -9.73139 17.24933  -0.3273
O 11.96919 -10.99791 17.26531  -0.0970
H 14.03394 -10.20232 18.72092  0.0711
H 12.72121 -9.27650 19.36899  0.0548
H 13.79426 -8.40309 18.30888  0.0935
H 13.28808 -9.72476 16.40802  0.0707
H 11.79404 -8.99431 16.87051  0.1250
H 12.42196 -11.52913 17.95670  0.0952
C 8.47646 -16.05127 10.44295  -0.0501
C 8.15874 -15.65219 11.95485  -0.2571
O 9.46265 -15.33726 12.47486  -0.1579
H 9.15253 -16.89793 10.58305  0.0659
H 8.83717 -15.16007 10.03967  0.0337
H 7.58743 -16.34468 9.90470  0.0690
H 7.68870 -16.45529 12.47418  0.0893
H 7.52439 -14.77202 11.98657  0.1008
H 10.20828 -15.90772 12.03034  0.0697
C 15.34699 -8.85580 14.50403  -0.0949
C 14.33596 -9.71047 13.91385  -0.2475
O 13.14254 -8.85271 14.11854  -0.1369
H 16.31636 -9.31274 14.43044  0.0873
H 15.15534 -8.51849 15.50342  0.0735
H 15.24819 -7.93790 13.92102  0.0914
H 14.12816 -10.61534 14.54411  0.1193
H 14.60811 -9.93726 12.89613  0.1169
H 12.42917 -9.49516 14.05762  0.0418

Atomic forces in eV per Å
-1.4483 0.7240 -1.9731
0.8376 -1.4668 1.3531
0.1513 0.0830 -0.2253
0.4720 1.4587 -1.0953
0.0715 -0.6716 -0.1245
0.1618 0.8793 0.6765
-0.1325 0.1499 -0.1957
0.0286 -0.4152 -0.3046
-2.7011 -1.3969 1.6309
0.4598 -0.2057 -0.0569
1.5778 -0.0540 0.2556
1.1362 1.3497 -1.8194
-1.8787 -1.1948 -0.0751
1.2428 0.8541 -0.3622
0.8141 -0.4469 0.1498
-1.4102 -0.0675 -0.2347
1.0007 2.0900 0.1845
-0.1491 -0.6599 -0.1419
0.9410 2.4457 0.3342
0.3981 -1.0752 0.0013
-0.1892 -0.6151 0.4033
-0.5312 0.6330 0.0274
0.8853 -1.5165 0.1254
-0.1331 -1.3914 0.0879
-0.2556 -0.1116 0.3651
-0.0643 0.2239 -1.0162
-1.3659 0.7719 -0.1673
-0.0217 0.3148 0.0977
0.1681 -0.1687 -0.2210
0.0620 -0.5592 0.1244
-0.6320 0.5661 -0.2192
-0.3754 1.3940 -0.2045
0.1212 0.2388 -0.1162
0.2263 -0.8482 0.1022
0.6011 0.3586 -0.2102
-0.2873 0.4753 0.5294
0.8374 0.7787 0.7411
0.7072 -1.1701 -0.1281
-1.0178 -1.6176 -0.9632
0.7182 2.1932 0.3072
-0.5995 -0.9390 -1.8977
0.1611 0.1925 0.3401
0.3101 0.4964 0.0612
0.4065 0.1801 0.6378
-0.3552 -0.3234 0.9957
-0.1921 -0.4293 0.7017
-0.4418 -1.9678 -0.8057
0.3317 -0.3570 0.0372
-0.2088 2.1851 1.9138
1.1794 -0.5912 1.0910
-0.1290 0.1192 -0.1006
0.6279 -0.6246 -0.1311
-0.1127 -0.1121 -0.3349
-0.1288 -0.1787 0.2766
-0.5433 -0.7859 -0.4984
-1.2870 -0.1944 -0.0846
0.2597 0.6232 1.8761
0.0860 -1.2079 -0.1997
0.1622 0.5992 -0.0994
-0.2823 0.0445 -0.6488
-0.0182 0.0539 -0.9379
-0.0995 -0.5890 -0.1683
-0.3768 0.3249 -0.2233
-0.1107 0.9860 0.3992
0.0216 -0.1282 0.0688
-0.8361 0.1970 -0.6678
0.4255 0.5272 -0.7009
-1.0716 1.0221 0.6559
0.3460 -0.7352 -0.4843
-0.3665 0.2273 0.0045
0.9152 -0.3363 0.5017
0.4314 0.1253 -0.2759
-0.7147 -1.1851 0.9919
0.5272 0.4041 0.2251
-0.2987 0.5802 0.4218
0.2127 -0.4167 -2.3102
-0.2399 0.2313 -0.0844
0.4226 -0.2331 -0.4680
0.4915 0.3573 -0.2399
0.7431 -0.2831 0.1401
-0.8292 0.8347 -0.0250
-0.7044 -1.2234 2.5376
0.5156 0.0687 -0.0401
0.1277 -0.0605 -1.0809
-0.3995 1.1626 -1.5845
0.1678 -1.2442 0.9852
0.2230 0.6192 -0.0689
-0.8702 0.1454 0.8387
0.4307 -0.3451 0.3261
0.1526 0.0298 0.2293
0.8987 -0.7057 0.9785
-0.4036 0.3424 -0.6866
-1.8508 -0.9308 2.9598
1.7527 -0.0846 -2.5701
1.1933 -0.6622 -0.2060
0.1815 0.3014 -0.8557
1.1925 1.0117 -1.0566
-0.2234 -0.2547 -0.1970
-0.2864 -0.6386 0.5923
0.0585 0.2022 0.2246
-2.0585 1.3937 1.0325
1.3954 1.1581 -0.2808
-1.9168 -0.1184 2.2616
0.2345 -1.5324 -1.0156
0.6956 0.1674 -0.0177
-0.2259 -0.3811 0.7292
0.7932 0.1576 -0.1329
0.3669 0.3541 -0.9118
-0.5528 -0.1920 -0.5396
-0.7337 0.2360 -0.0466

Output
- charge = +1
- LUMO energy (eV) = -1.63
- gap between HOMO and LUMO (eV) = 9.844
- total energy (eV) = -67472.9777
- HOMO level (eV) = -11.47